(1)
Density functional theory data (ωB97M-V/def2-TZVPD) for a structure of composition C26H31BN11Sc.

```
! RIJCOSX wB97M-V def2-TZVPD def2/J DEFGRID3
* xyz 2 1
Sc 0.303 0.654 0.248
C 4.747 0.870 0.095
C 3.552 0.378 -0.406
N 2.509 0.936 0.228
N 3.028 1.793 1.146
C 4.362 1.766 1.080
B 2.115 2.632 2.091
N 1.282 1.666 2.980
C 1.237 1.572 4.311
C 0.375 0.543 4.661
C -0.072 0.043 3.449
N 0.471 0.725 2.432
N 1.149 3.457 1.216
C 1.007 4.781 1.107
C 0.026 5.048 0.165
C -0.391 3.797 -0.262
N 0.288 2.833 0.375
H 5.747 0.622 -0.215
H 3.394 -0.346 -1.192
H 4.953 2.387 1.734
H 2.783 3.348 2.778
H 1.826 2.234 4.926
H 0.124 0.205 5.651
H -0.738 -0.785 3.256
H 1.610 5.447 1.705
H -0.331 6.011 -0.156
H -1.145 3.543 -0.991
C 0.501 0.910 -4.312
C 0.818 0.875 -2.950
N -0.100 0.804 -2.003
C -1.411 0.791 -2.363
C -1.820 0.814 -3.693
C -0.817 0.872 -4.680
C -3.223 0.792 -4.012
C -4.149 0.772 -3.035
C -3.753 0.772 -1.651
C -4.685 0.780 -0.594
C -4.246 0.791 0.704
C -2.870 0.779 0.945
N -1.975 0.754 -0.028
C -2.401 0.769 -1.318
H 1.293 0.970 -5.044
H 1.850 0.919 -2.623
H -1.101 0.898 -5.726
H -3.517 0.799 -5.054
H -5.205 0.761 -3.272
H -5.745 0.788 -0.820
H -4.936 0.812 1.536
H -2.484 0.794 1.958
C -1.721 -2.535 -0.992
N -0.831 -3.294 -0.132
C -1.478 -4.386 0.596
C 0.378 -2.802 0.209
N 0.646 -1.499 0.109
N 1.305 -3.667 0.673
C 2.489 -3.166 1.359
C 1.408 -5.046 0.189
H -2.333 -3.234 -1.559
H -1.143 -1.936 -1.688
H -2.389 -1.888 -0.418
H -2.364 -4.004 1.107
H -0.812 -4.811 1.338
H -1.788 -5.169 -0.097
H 1.658 -1.397 0.108
H 2.239 -2.304 1.973
H 3.286 -2.895 0.658
H 2.873 -3.948 2.011
H 0.635 -5.252 -0.544
H 1.321 -5.755 1.012
H 2.381 -5.185 -0.286
*
```

The orbital gap is 8.332 eV. The calculation puts the energy at -65227.97898 eV. The energy above the lowest of the compared OMol25 structures with the same formula, charge and spin is 0.00 kcal/mol.

(2)
Density functional theory data (ωB97M-V/def2-TZVPD) for a cluster of 7 separate species, C26H31Br8N3O6 in total in a non-equilibrium geometry.

```
! RIJCOSX wB97M-V def2-TZVPD def2/J DEFGRID3
* xyz 0 1
O 1.153 2.254 1.020
N 0.052 1.950 0.525
O -0.832 2.774 0.202
C -0.407 0.464 0.488
C 0.329 -0.528 1.197
C 0.012 -1.914 1.158
C -1.144 -2.308 0.474
C -1.909 -1.383 -0.108
C -1.520 -0.034 -0.223
H 1.161 -0.266 1.833
H 0.645 -2.602 1.700
H -1.470 -3.337 0.517
H -2.726 -1.729 -0.724
H -1.904 0.628 -0.985
O -6.501 10.134 -2.964
N -6.027 9.259 -2.293
O -5.598 8.172 -2.732
C -5.843 9.536 -0.848
C -5.160 8.701 0.001
C -4.854 8.947 1.349
C -5.530 10.032 1.967
C -6.317 10.953 1.188
C -6.382 10.673 -0.214
H -4.639 7.911 -0.520
H -4.304 8.237 1.949
H -5.293 10.199 3.008
H -6.838 11.825 1.553
H -7.037 11.357 -0.733
O -1.516 -10.613 1.904
N -2.365 -11.449 2.026
O -3.218 -11.726 1.231
C -2.369 -12.381 3.178
C -3.478 -13.235 3.332
C -3.628 -14.014 4.470
C -2.611 -13.945 5.460
C -1.421 -13.341 5.271
C -1.245 -12.553 4.129
H -4.306 -13.030 2.670
H -4.576 -14.455 4.737
H -2.767 -14.515 6.364
H -0.722 -13.367 6.094
H -0.306 -12.053 3.941
Br 6.334 -3.904 4.692
C 7.891 -5.059 4.012
C 9.342 -4.535 4.124
Br 9.637 -4.121 5.968
H 7.726 -5.434 3.002
H 7.700 -5.940 4.624
H 9.488 -3.629 3.537
H 10.142 -5.194 3.788
Br 4.300 9.268 -1.097
C 2.735 8.524 -1.893
C 1.674 9.613 -2.059
Br 0.185 8.767 -2.975
H 2.492 7.608 -1.354
H 2.970 8.227 -2.915
H 1.896 10.490 -2.668
H 1.258 10.012 -1.135
Br 0.935 0.978 -8.637
C -0.787 1.941 -8.152
C -1.439 1.337 -6.887
Br -3.345 1.827 -6.698
H -1.407 1.774 -9.033
H -0.652 3.023 -8.155
H -0.889 1.648 -5.999
H -1.589 0.259 -6.942
Br 4.403 2.084 -3.319
C 5.801 1.184 -2.299
C 5.873 -0.343 -2.601
Br 7.525 -1.099 -1.701
H 5.600 1.350 -1.240
H 6.750 1.584 -2.657
H 5.912 -0.650 -3.646
H 4.946 -0.815 -2.278
*
```

The orbital gap is 9.312 eV. The calculation puts the energy at -604548.76318 eV. The energy above the lowest of the compared OMol25 structures with the same formula, charge and spin is 91.19 kcal/mol.

(3)
Density functional theory data (ωB97M-V/def2-TZVPD) for a structure of composition C26H31CdF3N2O3Si.

```
! RIJCOSX wB97M-V def2-TZVPD def2/J DEFGRID3
* xyz 0 1
Cd -0.421 0.140 -0.090
C -2.856 4.102 -1.844
Si -2.314 2.518 -0.981
C -2.604 2.774 0.863
C -3.476 1.135 -1.532
N -0.690 1.999 -1.176
C 0.265 2.298 -2.106
C 0.168 3.339 -3.047
C 1.169 3.619 -3.960
C 2.333 2.868 -3.996
C 2.477 1.829 -3.087
C 1.480 1.576 -2.171
O 1.600 0.508 -1.272
C 2.833 0.059 -0.865
C 3.078 -1.300 -0.972
C 4.271 -1.809 -0.478
C 5.205 -0.965 0.103
C 4.947 0.396 0.192
C 3.758 0.920 -0.288
H -3.859 4.350 -1.492
H -2.905 4.002 -2.927
H -2.207 4.943 -1.609
H -3.635 3.065 1.058
H -1.953 3.557 1.250
H -2.401 1.873 1.448
H -4.521 1.437 -1.464
H -3.362 0.243 -0.909
H -3.271 0.837 -2.560
H -0.721 3.945 -3.050
H 1.031 4.436 -4.655
H 3.113 3.076 -4.714
H 3.367 1.213 -3.091
H 2.339 -1.929 -1.449
H 4.474 -2.868 -0.559
H 6.135 -1.365 0.480
H 5.675 1.056 0.644
H 3.540 1.976 -0.229
C -1.385 -4.155 3.024
N -1.234 -3.175 1.926
C 0.167 -3.209 1.427
C -1.766 -1.792 2.346
C -0.731 -0.884 2.933
C -0.496 -0.859 4.303
C 0.463 -0.007 4.825
C 1.173 0.822 3.969
C 0.920 0.802 2.602
C -0.038 -0.048 2.046
H -1.058 -5.133 2.678
H -2.429 -4.192 3.327
H -0.765 -3.827 3.857
H -1.827 -3.435 1.127
H 0.825 -2.877 2.225
H 0.246 -2.554 0.567
H 0.385 -4.237 1.145
H -2.599 -2.006 3.015
H -2.146 -1.365 1.424
H -1.078 -1.486 4.968
H 0.644 0.022 5.891
H 1.917 1.498 4.368
H 1.480 1.476 1.962
F -3.216 -3.673 -2.282
C -2.026 -3.143 -2.620
F -1.146 -4.172 -2.661
F -2.133 -2.652 -3.857
C -1.531 -2.097 -1.583
O -0.759 -1.226 -2.007
O -1.918 -2.270 -0.411
*
```

The orbital gap is 6.697 eV. The calculation puts the energy at -57183.85942 eV.

(4)
Density functional theory data (ωB97M-V/def2-TZVPD) for a structure of composition C26H31CeN3P2 in a non-equilibrium geometry.

```
! RIJCOSX wB97M-V def2-TZVPD def2/J DEFGRID3
* xyz 1 2
C -1.003 3.469 -2.882
C -0.778 2.123 -2.636
C 0.527 1.578 -2.913
C 1.586 2.444 -3.390
C 1.294 3.824 -3.633
C 0.027 4.315 -3.392
C 2.858 1.871 -3.571
C 3.078 0.514 -3.269
C 1.939 -0.260 -2.818
C 2.106 -1.647 -2.462
C 3.366 -2.213 -2.568
C 4.486 -1.458 -3.029
C 4.353 -0.127 -3.372
H -1.989 3.898 -2.672
H 2.092 4.480 -3.998
H -0.195 5.371 -3.576
H 3.687 2.490 -3.932
H 3.510 -3.264 -2.291
H 5.463 -1.946 -3.101
H 5.216 0.455 -3.711
N 0.713 0.269 -2.682
Ce 0.443 0.202 0.831
C -1.800 1.219 -2.010
H -1.714 0.202 -2.426
H -2.822 1.604 -2.167
C 0.910 -2.372 -1.926
H 0.006 -2.060 -2.472
H 1.034 -3.466 -2.004
P -1.557 1.047 -0.146
P 0.568 -1.974 -0.106
C 1.888 -3.021 0.673
H 1.739 -3.030 1.766
H 1.880 -4.058 0.291
H 2.868 -2.559 0.468
C -0.914 -3.081 0.124
H -0.705 -4.120 -0.186
H -1.213 -3.074 1.186
H -1.754 -2.689 -0.474
C -1.966 2.768 0.394
H -2.910 3.129 -0.052
H -2.041 2.776 1.494
H -1.134 3.429 0.105
C -3.137 0.163 0.285
H -3.201 0.051 1.381
H -4.024 0.716 -0.073
H -3.130 -0.842 -0.166
H 1.247 0.870 -0.321
H 0.377 1.674 1.568
N -1.076 -2.570 4.435
C -0.522 -2.442 3.210
N -0.624 -1.167 2.695
C -1.212 -0.495 3.712
C -1.425 0.874 3.845
C -1.905 1.359 5.076
C -2.165 0.470 6.144
C -1.951 -0.908 5.989
C -1.464 -1.342 4.759
H -1.086 -3.427 5.034
H -0.003 -3.278 2.786
H -1.186 1.556 3.057
H -2.050 2.421 5.216
H -2.506 0.854 7.096
H -2.101 -1.598 6.806
*
```

The orbital gap (alpha / beta) is 5.726 / 7.126 eV. The calculation puts the energy at -63427.73691 eV.

(5)
Density functional theory data (ωB97M-V/def2-TZVPD) for a structure of composition C26H31Cl2OPPt.

```
! RIJCOSX wB97M-V def2-TZVPD def2/J DEFGRID3
* xyz 2 1
Pt -0.484 -0.728 -0.856
C -0.249 3.043 -0.816
C -0.726 3.098 -2.243
C -0.454 4.194 -3.046
C -0.858 4.229 -4.375
C -1.540 3.160 -4.945
C -1.817 2.047 -4.179
C -1.418 2.020 -2.834
P -1.885 0.686 -1.802
C -1.951 -0.934 -2.589
C -0.943 -1.048 -3.604
C -0.925 -2.118 -4.462
C -1.929 -3.078 -4.345
C -2.929 -2.976 -3.382
C -2.984 -1.918 -2.488
C -4.093 -1.866 -1.481
C -3.137 1.044 -0.632
C -4.337 1.700 -0.895
C -5.303 1.695 0.099
C -5.058 1.045 1.307
C -3.838 0.428 1.571
C -2.851 0.448 0.597
C -1.434 0.020 0.834
H 0.184 3.994 -0.515
H 0.517 2.273 -0.687
H -1.068 2.832 -0.122
H 0.087 5.034 -2.628
H -0.635 5.101 -4.975
H -1.852 3.198 -5.979
H -2.352 1.211 -4.613
H -0.196 -0.268 -3.698
H -0.157 -2.209 -5.217
H -1.938 -3.924 -5.022
H -3.697 -3.738 -3.337
H -4.735 -2.737 -1.587
H -4.708 -0.975 -1.616
H -3.713 -1.842 -0.459
H -4.520 2.174 -1.851
H -6.252 2.184 -0.068
H -5.826 1.034 2.069
H -3.657 -0.026 2.537
H -1.313 -0.742 1.598
H -0.823 0.887 1.077
Cl -0.515 -4.950 1.057
C -0.874 -4.422 -0.562
Cl 0.396 -3.303 -1.200
H -1.811 -3.877 -0.576
H -0.888 -5.268 -1.240
C 3.274 -0.684 0.838
C 1.807 -0.543 1.246
C 1.335 -1.846 1.880
C 1.634 0.637 2.194
O 1.165 -0.232 -0.018
H 3.875 -0.884 1.726
H 3.633 0.233 0.374
H 3.399 -1.509 0.137
H 1.798 -1.950 2.861
H 1.635 -2.705 1.283
H 0.256 -1.884 2.035
H 2.265 0.507 3.073
H 0.604 0.729 2.544
H 1.926 1.562 1.697
*
```

The orbital gap is 6.896 eV. The calculation puts the energy at -67076.57558 eV. The energy above the lowest of the compared OMol25 structures with the same formula, charge and spin is 9.00 kcal/mol.

(6)
Density functional theory data (ωB97M-V/def2-TZVPD) for a structure of composition C26H31ClN2O8Ta in a non-equilibrium geometry.

```
! RIJCOSX wB97M-V def2-TZVPD def2/J DEFGRID3
* xyz 1 1
Ta -0.372 -0.686 -0.137
O -0.410 1.049 3.785
C -0.122 0.551 2.614
O -0.955 0.122 1.823
C 1.298 0.529 2.219
C 2.398 0.975 2.920
C 3.642 0.856 2.306
C 3.753 0.284 1.046
C 2.597 -0.167 0.434
N 1.412 -0.013 1.007
C 2.485 -0.828 -0.919
O 3.418 -1.042 -1.623
O 1.206 -1.091 -1.175
H -1.370 1.015 3.942
H 2.290 1.407 3.904
H 4.525 1.211 2.820
H 4.701 0.168 0.540
C -0.143 1.779 -1.868
C -0.535 1.647 -0.422
C -1.975 2.060 -0.406
C -2.350 2.384 -1.663
C -1.220 2.200 -2.570
C -1.269 2.466 -4.039
C -3.705 2.879 -2.068
C -2.840 2.196 0.806
C 0.298 2.632 0.404
C 1.247 1.630 -2.412
H -0.271 2.600 -4.454
H -1.855 3.356 -4.269
H -1.735 1.628 -4.566
H -3.874 3.900 -1.718
H -4.493 2.255 -1.644
H -3.829 2.878 -3.150
H -3.470 3.083 0.727
H -2.254 2.305 1.720
H -3.504 1.338 0.940
H 0.060 3.643 0.063
H 1.374 2.493 0.286
H 0.061 2.630 1.474
H 1.985 1.500 -1.620
H 1.546 2.529 -2.956
H 1.346 0.784 -3.094
C -3.035 -5.119 -1.746
N -2.193 -4.229 -0.942
C -0.426 -4.482 -0.985
C -2.774 -3.842 0.359
C -1.717 -3.462 1.385
C -1.705 -4.326 2.477
C -0.681 -4.346 3.408
C 0.393 -3.515 3.195
C 0.358 -2.608 2.140
C -0.694 -2.477 1.227
H -2.564 -5.273 -2.714
H -4.034 -4.703 -1.889
H -3.122 -6.078 -1.236
H -0.389 -5.328 -1.692
H -0.246 -4.839 0.045
H -1.945 -3.390 -1.465
H -3.299 -4.723 0.725
H -3.541 -3.079 0.207
H -2.519 -5.034 2.582
H -0.707 -5.031 4.246
H 1.259 -3.553 3.845
H 1.235 -1.984 2.060
O -1.287 -0.905 -1.992
Cl -2.780 -1.158 -1.633
O -0.015 -3.334 -1.339
O -3.652 -0.245 -2.300
O -2.610 -0.808 -0.161
*
```

The orbital gap is 5.473 eV. The calculation puts the energy at -60887.93846 eV. The energy above the lowest of the compared OMol25 structures with the same formula, charge and spin is 28.90 kcal/mol.

(7)
Density functional theory data (ωB97M-V/def2-TZVPD) for a structure of composition C26H31CrN2O8 in a non-equilibrium geometry.

```
! RIJCOSX wB97M-V def2-TZVPD def2/J DEFGRID3
* xyz -1 5
O -0.611 -0.055 -2.361
C 0.661 0.118 -3.058
C 0.054 1.205 -3.926
H 0.908 -0.836 -3.542
H 1.457 0.425 -2.366
C -1.158 1.164 -2.961
H -0.541 0.904 -4.780
H 0.652 2.101 -4.131
C -2.541 0.752 -3.433
H -2.487 -0.240 -3.888
H -2.948 1.453 -4.153
H -3.201 0.702 -2.561
C -1.133 2.476 -2.245
H -0.113 2.827 -2.107
H -1.617 2.485 -1.274
H -1.647 3.225 -2.853
Cr -0.179 0.627 1.442
C 0.802 2.308 2.509
C 1.871 1.355 2.359
C 2.043 1.078 0.961
H 2.521 1.010 3.161
C 1.101 1.892 0.222
C 0.348 2.682 1.187
H -0.370 3.469 0.957
H 0.496 2.748 3.461
H 2.831 0.462 0.530
H 1.091 2.003 -0.855
C -1.878 0.004 2.766
C -2.142 1.253 2.103
C -2.166 1.004 0.684
H -2.378 2.186 2.624
C -1.875 -0.403 0.466
C -1.746 -1.019 1.764
H -1.676 -2.088 1.962
H -1.931 -0.152 3.842
H -2.522 1.699 -0.070
H -1.860 -0.925 -0.490
O 0.187 -0.795 -5.501
C -0.251 0.081 -6.590
C 0.155 -0.531 -7.932
H 0.232 1.074 -6.520
H -1.340 0.197 -6.520
C 1.184 -1.635 -7.540
H 0.587 0.242 -8.588
H -0.741 -0.943 -8.416
C 1.014 -1.855 -6.033
H 2.198 -1.270 -7.760
H 1.006 -2.542 -8.116
H 1.993 -1.843 -5.530
H 0.513 -2.809 -5.840
O 0.733 -3.509 3.039
C 0.899 -2.297 3.225
O 1.082 -1.366 2.368
C 0.891 -1.867 4.684
C 0.593 -0.556 5.086
C 0.549 -0.189 6.447
C 0.830 -1.145 7.432
C 1.133 -2.462 7.040
C 1.169 -2.823 5.676
N 1.388 -3.454 8.054
O 1.337 -3.103 9.252
O 1.647 -4.622 7.694
N 0.203 1.169 6.811
O -0.092 1.982 5.900
O 0.209 1.478 8.020
H 0.373 0.211 4.347
H 0.812 -0.871 8.483
H 1.385 -3.846 5.382
*
```

The orbital gap (alpha / beta) is 3.463 / 6.972 eV. The calculation puts the energy at -75238.41023 eV.